1.
Formula: C24H15Br2CoN4O3S2
Source: the OMol25 dataset
Level of theory: the ωB97M-V functional and the def2-TZVPD basis

Cartesian coordinates (Å):
1 Co -0.059 -0.516 -0.542
2 Br 1.550 2.230 5.180
3 C 1.058 1.434 3.574
4 C -0.175 0.802 3.450
5 C -0.495 0.218 2.243
6 N 0.342 0.250 1.202
7 C 1.525 0.884 1.304
8 C 1.920 1.480 2.483
9 C 2.268 0.917 0.033
10 C 3.475 1.550 -0.178
11 C 4.004 1.571 -1.465
12 Br 5.629 2.414 -1.788
13 C 3.299 0.974 -2.503
14 C 2.104 0.352 -2.213
15 N 1.616 0.314 -0.974
16 H -0.873 0.767 4.273
17 H -1.441 -0.289 2.095
18 H 2.870 1.987 2.562
19 H 3.997 2.037 0.633
20 H 3.667 0.997 -3.518
21 H 1.509 -0.107 -2.992
22 S 0.781 -4.539 -1.870
23 C 0.522 -2.875 -1.836
24 N 0.517 -2.318 -0.648
25 C 0.726 -3.262 0.366
26 C 0.810 -3.039 1.741
27 C 1.036 -4.120 2.563
28 C 1.189 -5.414 2.045
29 C 1.126 -5.645 0.690
30 C 0.892 -4.552 -0.143
31 H 0.338 -2.320 -2.745
32 H 0.714 -2.048 2.157
33 H 1.102 -3.970 3.632
34 H 1.366 -6.240 2.720
35 H 1.254 -6.639 0.284
36 O -0.332 3.462 -2.353
37 S -0.910 2.920 -1.174
38 O -0.513 3.365 0.124
39 N -0.697 1.235 -1.221
40 C -1.855 0.649 -1.324
41 O -1.750 -0.629 -1.294
42 C -3.058 1.461 -1.387
43 C -4.388 1.091 -1.496
44 C -5.331 2.109 -1.539
45 C -4.949 3.446 -1.473
46 C -3.609 3.819 -1.359
47 C -2.685 2.803 -1.317
48 H -4.679 0.051 -1.554
49 H -6.380 1.861 -1.630
50 H -5.708 4.216 -1.509
51 H -3.317 4.859 -1.306

As for the HOMO energy (alpha / beta): -14.80 / -14.80 eV. The value obtained for the HOMO-LUMO gap (alpha / beta) is 6.63 / 6.77 eV. As for the energy relative to the best compared isomer or geometry (same formula, charge and spin): 24.3 kcal per mole. The LUMO energy (alpha / beta) comes out at -0.3004 / -0.2952 Ha. Its spin multiplicity is 1. The total charge is +2. For the total energy, the calculation gives -8694.96113 Eh.

2.
Formula: C24H16Co2NO7
Source: the OMol25 dataset
Level of theory: the ωB97M-V functional and the def2-TZVPD basis

Cartesian coordinates (Å):
1 O -4.424 0.586 -1.282
2 C -3.332 0.238 -1.126
3 Co -1.649 -0.108 -0.797
4 C -1.095 1.540 -0.626
5 O -0.824 2.669 -0.672
6 C -1.679 -0.830 0.801
7 O -1.783 -1.429 1.789
8 C 0.080 -1.682 -1.600
9 C -0.980 -2.540 -2.058
10 C -1.452 -3.607 -1.238
11 C -2.606 -4.307 -1.578
12 C -3.286 -3.985 -2.757
13 C -2.792 -2.995 -3.617
14 C -1.642 -2.285 -3.282
15 C 1.043 -0.753 -1.705
16 C 1.549 0.488 -1.820
17 Co 1.705 -2.259 -0.896
18 C 1.378 -2.266 0.857
19 O 1.308 -2.275 2.014
20 C 3.409 -1.877 -1.022
21 O 4.547 -1.678 -1.091
22 C 1.924 -3.953 -1.360
23 O 2.162 -5.046 -1.646
24 H -0.917 -3.829 -0.310
25 H -2.978 -5.081 -0.901
26 H -4.207 -4.516 -3.007
27 H -3.317 -2.748 -4.545
28 H -1.249 -1.490 -3.920
29 H 2.632 0.600 -1.921
30 H 0.931 1.342 -2.129
31 C -1.985 1.643 2.991
32 O -0.802 1.536 2.178
33 C 0.070 2.578 2.168
34 C -0.141 3.811 2.814
35 C 0.915 4.719 2.950
36 C 2.189 4.439 2.429
37 C 2.367 3.258 1.718
38 C 1.302 2.332 1.546
39 C 1.786 1.247 0.748
40 C 3.136 1.512 0.495
41 N 3.472 2.732 1.049
42 H -2.423 0.647 3.011
43 H -1.727 1.958 4.011
44 H -2.679 2.361 2.535
45 H -1.116 4.043 3.242
46 H 0.720 5.654 3.473
47 H 3.013 5.142 2.555
48 H 1.195 0.345 0.599
49 H 3.868 0.944 -0.075
50 H 4.385 3.176 1.008

As for the HOMO energy: -3.73 eV. The value obtained for the HOMO-LUMO gap is 5.46 eV. As for the energy relative to the best compared isomer or geometry (same formula, charge and spin): 48.7 kcal per mole. The LUMO energy comes out at 0.0635 Ha. Its spin multiplicity is 1. The total charge is -1. For the total energy, the calculation gives -4271.02772 Eh.

Question: total charge of number 2 (C24H16Co2NO7)?
Answer: -1

Question: Which formula does entry 1 have?
Answer: C24H15Br2CoN4O3S2

Question: Which of these has the highest total charge?
Answer: C24H15Br2CoN4O3S2

Question: spin multiplicity of number 1 (C24H15Br2CoN4O3S2)?
Answer: 1